A structure of composition C42H41F6NO2PS2 at a distorted geometry, computed with ωB97M-V/def2-TZVPD.

Calculated values
2S+1: 1
Kohn-Sham gap in eV: 6.71
Net charge: +1
E_HOMO in eV: -10.8

Element x y z (Å)
C 4.22788 1.11621 0.97917
C 4.34272 2.57384 1.60938
S 3.17264 3.64913 0.63604
C 1.84051 4.02277 1.83373
P 0.14883 3.46841 1.25215
S 0.11109 2.73632 -0.69456
C -0.38641 2.07749 2.36506
C -1.39662 1.10451 1.68333
O -2.55464 1.23311 1.88102
O -0.88524 4.75881 1.53130
C -0.74177 5.15351 2.80392
N -0.30316 5.48002 3.78715
H 3.18050 1.03968 0.60991
H 4.88236 1.07971 0.08991
H 4.44088 0.32640 1.72207
H 3.99223 2.46339 2.65783
H 5.35628 2.97951 1.53057
H 2.02449 3.53215 2.81687
H 1.82828 5.11563 2.05007
H 0.01240 3.78315 -1.57187
H -0.85251 2.48333 3.29031
H 0.54711 1.50811 2.57330
H -1.08259 0.27376 1.00635
F 0.51540 2.30317 -4.27726
C 0.08887 1.02096 -4.29918
C -0.31609 0.45897 -5.49237
C -0.75014 -0.86015 -5.50984
C -0.78264 -1.59509 -4.32981
C -0.37678 -1.01418 -3.13588
C 0.06724 0.30169 -3.12201
H -0.29193 1.04991 -6.39930
H -1.06393 -1.31456 -6.44082
H -1.12573 -2.62210 -4.34327
H -0.40638 -1.58546 -2.21596
H 0.39584 0.77539 -2.20658
F -4.06414 0.08863 -6.53078
C -4.29591 0.90920 -5.49306
C -4.10283 2.26994 -5.64798
C -4.34693 3.11774 -4.57603
C -4.77028 2.59569 -3.35977
C -4.95512 1.22632 -3.21630
C -4.72219 0.37742 -4.28973
H -3.76477 2.65778 -6.60074
H -4.20673 4.18560 -4.68922
H -4.95688 3.25846 -2.52298
H -5.28154 0.81875 -2.26740
H -4.86942 -0.69144 -4.19853
F 6.95223 1.80395 1.34906
C 7.74205 0.75827 1.00766
C 8.54243 0.17638 1.97076
C 9.34818 -0.89878 1.62198
C 9.35023 -1.36970 0.31467
C 8.54319 -0.77030 -0.64341
C 7.72846 0.29830 -0.29470
H 8.53304 0.56298 2.98223
H 9.97485 -1.36874 2.36912
H 9.98279 -2.20573 0.04333
H 8.54825 -1.13464 -1.66287
H 7.08655 0.77306 -1.02654
F 1.43712 1.75662 4.83299
C 1.13859 0.71592 5.65363
C 0.31690 -0.29499 5.19272
C 0.01553 -1.35932 6.03126
C 0.53109 -1.39263 7.31996
C 1.35204 -0.36599 7.76981
C 1.66305 0.69412 6.92952
H -0.08321 -0.24828 4.18667
H -0.62143 -2.16093 5.68004
H 0.29200 -2.22095 7.97489
H 1.75008 -0.39066 8.77610
H 2.30757 1.49903 7.25978
F -2.75242 -4.53758 -4.32935
C -2.19818 -5.40955 -5.19646
C -2.78808 -5.60103 -6.43120
C -2.21396 -6.49480 -7.32488
C -1.06561 -7.19184 -6.96913
C -0.48715 -6.99197 -5.72240
C -1.05309 -6.09080 -4.83059
H -3.68725 -5.05457 -6.68687
H -2.66227 -6.64832 -8.29829
H -0.62162 -7.89197 -7.66603
H 0.40524 -7.53831 -5.44401
H -0.61161 -5.91547 -3.85741
F -3.53029 -0.96510 6.02142
C -4.52494 -0.36562 5.33848
C -4.24596 0.22400 4.12031
C -5.27001 0.83780 3.41256
C -6.55664 0.86312 3.93684
C -6.82087 0.27012 5.16555
C -5.80019 -0.35368 5.86995
H -3.23841 0.19992 3.73495
H -5.06464 1.29605 2.45390
H -7.35454 1.34594 3.38600
H -7.82270 0.29360 5.57538
H -5.98862 -0.82850 6.82445

Atoms 1-3, force components in eV/Å:
-0.30 1.27 -0.13
-1.13 -1.63 -0.27
0.23 0.14 0.78

Atom-resolved charges from Löwdin, all expressed in e: number 1, C, carries -0.15; number 2, C, carries -0.45; number 3, S, carries 0.82; number 4, C, carries -0.58; number 5, P, carries 0.69; number 6, S, carries 0.66; number 7, C, carries -0.21; number 8, C, carries -0.31; number 9, O, carries 0.08; number 10, O, carries -0.15; number 11, C, carries -0.37; number 12, N, carries 0.24; number 13, H, carries 0.04; number 14, H, carries 0.06; number 15, H, carries 0.08; number 16, H, carries 0.08; number 17, H, carries 0.05; number 18, H, carries 0.06; number 19, H, carries 0.07; number 20, H, carries -0.07; number 21, H, carries 0.13; number 22, H, carries 0.09; number 23, H, carries 0.14; number 24, F, carries 0.04; number 25, C, carries -0.29; number 26, C, carries -0.01; number 27, C, carries -0.06; number 28, C, carries -0.07; number 29, C, carries -0.07; number 30, C, carries -0.05; number 31, H, carries 0.12; number 32, H, carries 0.11; number 33, H, carries 0.09; number 34, H, carries 0.10; number 35, H, carries 0.02; number 36, F, carries 0.06; number 37, C, carries -0.29; number 38, C, carries -0.02; number 39, C, carries -0.09; number 40, C, carries -0.11; number 41, C, carries -0.09; number 42, C, carries -0.01; number 43, H, carries 0.12; number 44, H, carries 0.10; number 45, H, carries 0.10; number 46, H, carries 0.10; number 47, H, carries 0.12; number 48, F, carries 0.02; number 49, C, carries -0.28; number 50, C, carries -0.01; number 51, C, carries -0.07; number 52, C, carries -0.09; number 53, C, carries -0.07; number 54, C, carries -0.03; number 55, H, carries 0.12; number 56, H, carries 0.11; number 57, H, carries 0.11; number 58, H, carries 0.11; number 59, H, carries 0.11; number 60, F, carries 0.02; number 61, C, carries -0.28; number 62, C, carries -0.03; number 63, C, carries -0.07; number 64, C, carries -0.08; number 65, C, carries -0.06; number 66, C, carries -0.01; number 67, H, carries 0.10; number 68, H, carries 0.11; number 69, H, carries 0.11; number 70, H, carries 0.11; number 71, H, carries 0.12; number 72, F, carries 0.04; number 73, C, carries -0.30; number 74, C, carries -0.02; number 75, C, carries -0.08; number 76, C, carries -0.09; number 77, C, carries -0.08; number 78, C, carries -0.02; number 79, H, carries 0.12; number 80, H, carries 0.11; number 81, H, carries 0.10; number 82, H, carries 0.11; number 83, H, carries 0.11; number 84, F, carries 0.05; number 85, C, carries -0.28; number 86, C, carries -0.03; number 87, C, carries -0.08; number 88, C, carries -0.09; number 89, C, carries -0.08; number 90, C, carries -0.01; number 91, H, carries 0.08; number 92, H, carries 0.09; number 93, H, carries 0.10; number 94, H, carries 0.11; number 95, H, carries 0.12

***

A structure of composition C42H41MnNO2P2S2 at a distorted geometry, computed with ωB97M-V/def2-TZVPD.

Calculated values
2S+1: 6
Kohn-Sham gap (spin up / spin down) in eV: 6.28 / 6.30
E_HOMO (spin up / spin down) in eV: -7.2 / -7.4

Element x y z (Å)
Mn 0.13387 -0.76807 -0.35248
C 1.16034 1.17892 -1.00944
C 1.07046 0.21090 -2.03780
C 2.18123 -0.70018 -2.54133
C 2.42066 -1.99241 -1.72635
C 1.89194 -1.98826 -0.29408
C 2.16530 -0.98207 0.63331
C 3.09233 0.12445 0.25581
C 2.19799 1.34042 0.00662
C -1.17942 -1.91878 -1.14740
H 0.43476 2.00212 -1.10638
H 0.21629 0.31943 -2.73422
H 3.12632 -0.14188 -2.68452
H 1.89183 -1.01211 -3.56149
H 1.93465 -2.83578 -2.24465
H 3.50563 -2.21563 -1.75456
H 1.53062 -2.95191 0.07592
H 1.98143 -1.16611 1.69123
H 3.71692 -0.10245 -0.62538
H 3.78759 0.35547 1.08675
H 1.54971 1.49330 1.13533
H 2.76344 2.29337 -0.06328
H -2.10921 -1.35218 -0.92762
H -1.05341 -2.77957 -0.45757
H -1.06028 -2.20854 -2.19757
P -0.78072 -5.71998 -6.56106
P -0.02282 -7.96050 -4.62525
C 0.90180 -6.33908 -6.60702
C 1.20699 -7.42107 -5.82010
C -1.27076 -5.91583 -8.34999
C -0.32806 -6.11484 -9.37623
C -0.76533 -6.28140 -10.70056
C -2.14075 -6.29114 -11.00125
C -3.08020 -6.17795 -9.95640
C -2.65945 -6.00233 -8.63911
C -0.48097 -3.93177 -6.27278
C -0.04500 -3.55366 -4.98557
C 0.13873 -2.20706 -4.67895
C -0.01946 -1.21831 -5.65845
C -0.40807 -1.60174 -6.94181
C -0.64990 -2.94633 -7.24920
C 0.03697 -9.78787 -4.94286
C -0.45217 -10.26232 -6.19085
C -0.45465 -11.64074 -6.45144
C 0.02864 -12.54906 -5.48849
C 0.52269 -12.06828 -4.26933
C 0.52556 -10.69709 -3.98981
C 0.84463 -7.74215 -3.02282
C 0.09575 -7.89381 -1.83161
C 0.72379 -7.82162 -0.58939
C 2.10828 -7.58847 -0.50654
C 2.84308 -7.41671 -1.67944
C 2.21382 -7.47303 -2.93269
H 1.62724 -5.80911 -7.23255
H 2.13813 -7.99355 -5.90724
H 0.75154 -6.14191 -9.15390
H -0.03033 -6.40127 -11.51016
H -2.47438 -6.38261 -12.03603
H -4.14967 -6.22073 -10.18512
H -3.38770 -5.92330 -7.82371
H 0.16142 -4.31684 -4.22938
H 0.41272 -1.94183 -3.65731
H 0.19065 -0.17213 -5.41903
H -0.51174 -0.84321 -7.71730
H -0.94239 -3.23625 -8.25326
H -0.83014 -9.56889 -6.95419
H -0.85166 -12.01873 -7.40327
H -0.00043 -13.62572 -5.68650
H 0.89445 -12.77183 -3.52313
H 0.90499 -10.34351 -3.03274
H -0.98239 -8.08212 -1.89914
H 0.12941 -7.93639 0.31949
H 2.58775 -7.52529 0.47392
H 3.91690 -7.22336 -1.61683
H 2.78551 -7.32491 -3.84709
O 1.99768 4.03283 1.63987
S 1.37643 3.34323 2.74026
O 2.08926 3.19622 3.99474
N 0.88835 1.84671 2.15865
C -0.44342 1.58176 2.22302
S -0.95853 0.10073 1.55768
C -1.19744 2.71837 2.77478
C -2.57896 2.93456 2.98170
C -3.06145 4.21725 3.27083
C -2.17001 5.30957 3.35950
C -0.78926 5.08408 3.24151
C -0.31928 3.80407 2.98571
H -3.27823 2.09297 2.89586
H -4.13190 4.39744 3.39594
H -2.53909 6.32519 3.51567
H -0.06104 5.89185 3.30781

Atoms 1-3, force components in eV/Å:
-0.34 1.15 0.91
0.77 0.02 -2.54
0.00 1.86 0.21

Atom-resolved charges from Löwdin, all expressed in e: number 1, Mn, carries 0.49; number 2, C, carries -0.16; number 3, C, carries -0.20; number 4, C, carries -0.19; number 5, C, carries -0.17; number 6, C, carries -0.20; number 7, C, carries -0.17; number 8, C, carries -0.17; number 9, C, carries -0.23; number 10, C, carries -0.25; number 11, H, carries 0.13; number 12, H, carries 0.11; number 13, H, carries 0.12; number 14, H, carries 0.08; number 15, H, carries 0.10; number 16, H, carries 0.12; number 17, H, carries 0.12; number 18, H, carries 0.12; number 19, H, carries 0.11; number 20, H, carries 0.13; number 21, H, carries 0.03; number 22, H, carries 0.12; number 23, H, carries 0.00; number 24, H, carries 0.00; number 25, H, carries -0.02; number 26, P, carries 0.98; number 27, P, carries 0.98; number 28, C, carries -0.34; number 29, C, carries -0.34; number 30, C, carries -0.37; number 31, C, carries -0.10; number 32, C, carries -0.09; number 33, C, carries -0.09; number 34, C, carries -0.09; number 35, C, carries -0.11; number 36, C, carries -0.37; number 37, C, carries -0.09; number 38, C, carries -0.11; number 39, C, carries -0.08; number 40, C, carries -0.08; number 41, C, carries -0.09; number 42, C, carries -0.36; number 43, C, carries -0.10; number 44, C, carries -0.09; number 45, C, carries -0.10; number 46, C, carries -0.09; number 47, C, carries -0.09; number 48, C, carries -0.40; number 49, C, carries -0.11; number 50, C, carries -0.09; number 51, C, carries -0.09; number 52, C, carries -0.09; number 53, C, carries -0.09; number 54, H, carries 0.08; number 55, H, carries 0.08; number 56, H, carries 0.09; number 57, H, carries 0.10; number 58, H, carries 0.10; number 59, H, carries 0.10; number 60, H, carries 0.10; number 61, H, carries 0.10; number 62, H, carries 0.05; number 63, H, carries 0.10; number 64, H, carries 0.10; number 65, H, carries 0.10; number 66, H, carries 0.10; number 67, H, carries 0.10; number 68, H, carries 0.10; number 69, H, carries 0.10; number 70, H, carries 0.09; number 71, H, carries 0.11; number 72, H, carries 0.10; number 73, H, carries 0.10; number 74, H, carries 0.10; number 75, H, carries 0.09; number 76, O, carries -0.28; number 77, S, carries 0.70; number 78, O, carries -0.28; number 79, N, carries -0.15; number 80, C, carries -0.66; number 81, S, carries 0.74; number 82, C, carries -0.19; number 83, C, carries -0.01; number 84, C, carries -0.06; number 85, C, carries -0.05; number 86, C, carries -0.04; number 87, C, carries -0.22; number 88, H, carries 0.12; number 89, H, carries 0.11; number 90, H, carries 0.11; number 91, H, carries 0.12

***

| no. | calculated total energy (eV) |
| --- | --- |
| 1 | -97059.2197 |
| 2 | -121366.6897 |